C28H27FN3O6PRuS5Te | wB97M-V/def2-TZVPD

Geometry as XYZ:
```
73
Properties=species:S:1:pos:R:3:forces:R:3
Ru -0.00660 -1.06618 -0.06485 0.3589 0.4121 0.8163
S 5.11147 -2.37578 5.24248 0.0120 0.1803 0.0663
C 3.99309 -1.87152 4.14265 -0.0041 -0.4718 -0.1608
S 4.38259 -1.39049 2.53831 0.1568 0.1717 -0.1012
C 2.76850 -1.11510 1.91843 -0.2286 -0.1487 0.4503
C 1.73496 -1.37832 2.84419 0.4683 0.0099 -0.2206
S 0.09837 -1.17383 2.59204 -0.2011 0.1052 -0.0081
S 2.29547 -1.94614 4.40369 -0.1410 0.0871 0.1892
S 2.57739 -0.55611 0.35570 -0.0625 0.0870 -0.2455
C -1.54339 6.15726 2.01373 -0.0078 0.0370 0.1086
C -0.41096 6.12208 1.00367 -0.0196 -0.1962 -0.1783
C 0.84821 6.77348 1.54818 0.0559 -0.0685 0.1191
C 1.90538 6.84986 0.46187 0.0261 -0.0051 -0.0537
C 2.12879 5.49500 -0.16063 -0.0717 -0.0137 0.0368
C 3.31302 5.19600 -0.79672 0.0493 0.0412 -0.0040
C 3.51318 3.93606 -1.34694 0.0943 0.0461 -0.0209
F 4.69249 3.69233 -1.96280 -0.0116 0.0306 0.0172
C 2.57214 2.95437 -1.27031 -0.0546 -0.0973 -0.0316
C 1.36212 3.23478 -0.62845 -0.0589 -0.0846 -0.0120
C 0.35277 2.15799 -0.53194 0.0173 -0.0869 -0.0109
O 0.56376 1.07806 -1.09068 0.1427 -0.1064 -0.1258
C -0.82778 2.47627 0.20943 0.0977 0.2237 -0.0257
C -0.98494 3.74452 0.66884 -0.0358 0.0159 -0.0116
N -0.08323 4.74740 0.56130 0.0879 0.0625 0.0313
C 1.13509 4.49792 -0.07857 -0.1894 0.1669 0.1164
C -1.95997 1.50788 0.49772 0.0220 -0.0597 0.2692
O -3.04492 2.00713 0.81234 -0.0084 -0.0612 -0.1211
O -1.68514 0.26946 0.46287 -0.0651 -0.0091 -0.2158
H -1.62555 7.17772 2.39116 -0.0312 -0.0252 -0.0063
H -1.34353 5.49452 2.85838 0.0259 0.0305 -0.0197
H -2.50570 5.88240 1.58581 0.0146 0.0106 -0.0146
H -0.71941 6.68240 0.11230 -0.0255 0.0221 -0.0128
H 1.21045 6.18050 2.39418 0.0013 0.0257 -0.0023
H 0.59960 7.76782 1.92168 0.0183 0.0139 -0.0167
H 2.84950 7.22949 0.85598 -0.0075 -0.0007 0.0080
H 1.57495 7.55928 -0.30423 0.0200 -0.0038 -0.0170
H 4.10320 5.93513 -0.86171 -0.0143 -0.0216 -0.0049
H 2.73426 1.96670 -1.68159 -0.0146 0.0243 0.0254
H -1.92250 3.96381 1.15599 0.0087 -0.0001 0.0072
C -3.72315 -5.49256 -0.15833 -0.0232 -0.0981 0.0636
C -4.10003 -4.52145 -1.25870 0.0980 0.0061 0.0749
O -2.93465 -3.91078 -1.82722 -0.1242 -0.0542 0.0456
P -2.33883 -2.56246 -1.15327 -0.1093 -0.4110 -0.1760
O -1.99115 -2.74239 0.29092 0.0276 0.1017 -0.4664
Te -0.53824 -1.96480 -2.61615 -0.2179 -0.0420 -0.1571
O -3.57687 -1.55797 -1.22511 0.0272 0.0112 -0.0185
C -4.08121 -1.00259 -2.44217 -0.0014 -0.0065 0.2218
C -4.83931 0.24649 -2.06355 -0.0603 0.1791 -0.0887
H -4.61893 -5.98561 0.22872 0.0169 0.0063 -0.0040
H -3.22792 -4.96846 0.65885 -0.0230 0.0306 -0.0348
H -3.04622 -6.25884 -0.54252 -0.0189 0.0357 -0.0155
H -4.78197 -3.75311 -0.88583 0.0219 0.0228 0.0258
H -4.59419 -5.03897 -2.08084 -0.0125 -0.0226 -0.0401
H -4.72717 -1.73901 -2.92958 -0.0198 -0.0307 -0.0069
H -3.25228 -0.78066 -3.11602 0.0707 0.0301 -0.0051
H -5.67286 0.00963 -1.40024 0.0242 -0.0230 -0.0236
H -5.23394 0.72636 -2.96354 0.0001 0.0134 0.0421
H -4.18792 0.94701 -1.53540 -0.0288 -0.0877 -0.0443
N 0.71918 -5.51555 0.83220 0.0309 0.0099 -0.0711
C 0.31863 -4.23021 1.03449 0.0035 0.0061 0.0599
N 0.99338 -3.36864 0.33101 -0.0107 -0.2223 -0.1356
C 1.89750 -4.13012 -0.40912 0.0422 0.2792 -0.0195
C 2.85670 -3.73538 -1.33859 0.0325 0.0335 -0.0417
C 3.62414 -4.71857 -1.93244 -0.0279 -0.0668 0.0356
C 3.45080 -6.07723 -1.61690 -0.0054 0.0842 0.0000
C 2.50322 -6.48320 -0.69662 0.0092 0.0479 -0.0201
C 1.73728 -5.48174 -0.10852 -0.1436 -0.1985 0.1752
H 0.29779 -6.32890 1.24181 0.0189 0.0172 0.0073
H -0.49008 -3.96882 1.69797 0.0071 -0.0041 -0.0209
H 2.98513 -2.68849 -1.57627 -0.0034 -0.0080 0.0010
H 4.37688 -4.43895 -2.65865 -0.0097 -0.0051 0.0051
H 4.07187 -6.81932 -2.10306 -0.0064 0.0130 0.0037
H 2.36729 -7.52883 -0.45085 -0.0094 0.0087 0.0091
```
Positions in Å, forces in eV/Å.

Frontier orbital gap (spin up / spin down) ... 6.23 / 5.86 eV
E_LUMO (spin up / spin down) ... 0.080 / 0.040 Ha
Multiplicity ... 6
Total charge ... -1
Expectation value of S² ... 8.7816
HOMO level (spin up / spin down) ... -4.062 / -4.758 eV
Energy ... -4494.20951 a.u.